1.
C26H65N4O6 | wB97M-V/def2-TZVPD

As for the LUMO energy: -1.7 eV. The value obtained for the frontier orbital gap is 9.96 eV. The calculation puts the energy relative to the best compared isomer or geometry (same formula, charge and spin) at 22.1 kcal/mol. As for the charge: +1. Its total energy is -1699.84342 a.u.

Geometry as XYZ:
```
101
Properties=species:S:1:pos:R:3:lowdin_charge:R:1
C -0.62090 -0.91677 3.65096 -0.0920
O -0.14352 -0.37374 2.42606 -0.2226
C -0.71763 0.88244 2.09099 -0.2044
C 0.14399 2.12026 2.44695 -0.1459
C 1.13908 1.95978 3.62123 -0.1773
C 2.58203 1.62328 3.17168 -0.1703
C 2.89240 0.10490 3.17535 -0.1527
C 3.49519 -0.40145 1.84199 -0.1270
N 2.50732 -1.11741 1.04575 0.1493
C 2.10996 -0.80649 -0.14655 -0.3217
N 1.20878 -1.60521 -0.74210 0.1106
C 0.15845 -0.90224 -1.53486 -0.1294
C 0.56507 0.46201 -2.09374 -0.1162
C 1.53167 1.20718 -1.15529 -0.4155
N 1.98854 2.40763 -1.81630 0.0819
N 2.63975 0.30243 -0.81781 0.1193
H -1.19640 -1.83563 3.51183 0.0876
H -1.18296 -0.19203 4.24165 0.0967
H 0.24598 -1.18617 4.26756 0.0766
H -1.71551 0.99472 2.52149 0.1196
H -0.83956 0.87818 1.00009 0.1004
H 0.71353 2.47939 1.58735 0.0868
H -0.54541 2.92887 2.70353 0.1111
H 1.21360 2.94655 4.08801 0.1081
H 0.79924 1.28792 4.40935 0.1046
H 2.79561 2.07321 2.19923 0.1025
H 3.26480 2.08580 3.88616 0.1080
H 3.68351 -0.06362 3.91024 0.1093
H 2.05312 -0.50709 3.49453 0.0778
H 3.94155 0.44342 1.33069 0.1112
H 4.30929 -1.09469 2.06806 0.1210
H 2.10764 -1.96047 1.46961 0.0740
H 0.72365 -2.12213 -0.00421 0.0660
H -0.05029 -1.53924 -2.39604 0.1202
H -0.77850 -0.81303 -0.98413 0.1009
H -0.33816 1.07596 -2.16683 0.1179
H 0.97659 0.39881 -3.10266 0.1231
H 0.94877 1.46137 -0.25854 0.1223
H 1.16991 3.00358 -1.93225 0.0494
H 2.64909 2.90008 -1.22112 0.0834
H 3.10446 -0.01985 -1.66552 0.1558
C 0.46014 -5.00508 0.15354 -0.0245
C 1.58318 -4.06780 0.58270 -0.4221
C 2.57015 -4.76311 1.50040 -0.0295
O 1.02353 -2.91509 1.26145 -0.1163
H -0.10550 -5.35848 1.01883 0.0949
H -0.24246 -4.47549 -0.49084 0.0618
H 0.84641 -5.86984 -0.38596 0.0977
H 2.10175 -3.69136 -0.30081 0.1399
H 2.06839 -5.09903 2.41161 0.0766
H 3.36110 -4.07503 1.80526 0.0833
H 3.02664 -5.62477 1.01383 0.0982
H 0.55966 -3.23374 2.04799 0.1423
C 3.12062 -5.34326 5.48696 -0.0549
C 2.20116 -4.20990 5.91507 -0.5019
C 2.16590 -4.06525 7.42817 -0.0584
O 0.87952 -4.44726 5.41976 -0.0701
H 2.77601 -6.30053 5.88667 0.0884
H 3.12502 -5.43653 4.40062 0.0533
H 4.14306 -5.17568 5.82807 0.0860
H 2.54009 -3.27443 5.46544 0.1285
H 1.78482 -4.97805 7.89338 0.0856
H 1.49799 -3.25377 7.71971 0.0804
H 3.15918 -3.86023 7.82956 0.0839
H 0.56250 -5.27156 5.80699 0.0889
C -1.71400 6.32577 -2.28996 -0.0586
C -0.47934 5.70792 -2.92514 -0.4791
C -0.50033 5.85825 -4.43637 -0.0561
O -0.40444 4.31675 -2.57752 -0.0835
H -2.62086 5.83102 -2.64959 0.0816
H -1.69024 6.20407 -1.20580 0.0780
H -1.78489 7.38907 -2.51949 0.0849
H 0.41643 6.18130 -2.52129 0.1400
H -1.36761 5.35104 -4.86581 0.0616
H 0.38731 5.40280 -4.87853 0.0852
H -0.53614 6.90712 -4.72917 0.0879
H -1.19102 3.88308 -2.92814 0.0878
C -3.98695 6.13721 -8.96771 -0.0625
C -2.81244 5.77841 -8.07106 -0.4955
C -2.94063 4.35983 -7.53554 -0.0664
O -2.73592 6.70121 -6.98329 -0.0629
H -4.92643 6.08910 -8.40987 0.0817
H -3.88604 7.15735 -9.33890 0.0810
H -4.05530 5.46095 -9.82109 0.0812
H -1.88114 5.87591 -8.63023 0.1392
H -3.84800 4.25636 -6.93301 0.0814
H -2.09527 4.11711 -6.88918 0.0648
H -2.97837 3.63170 -8.34702 0.0809
H -3.55382 6.62996 -6.47774 0.0867
C -4.95856 -3.78587 0.19015 -0.0507
C -3.49738 -3.82717 0.60528 -0.4976
C -2.61124 -2.96987 -0.27703 -0.0716
O -2.96577 -5.14125 0.55501 -0.0529
H -5.07983 -4.15408 -0.83235 0.0848
H -5.55630 -4.42927 0.83575 0.0838
H -5.35708 -2.77157 0.24324 0.0831
H -3.40839 -3.49960 1.64280 0.1376
H -2.63797 -3.30873 -1.31692 0.0940
H -1.57713 -3.06462 0.06387 0.0415
H -2.89691 -1.91552 -0.24556 0.0821
H -3.01062 -5.46094 -0.35361 0.0943
```



2.
C29H31MoN2O | wB97M-V/def2-TZVPD

The expectation value of S² is 2.069. As for the LUMO energy (alpha / beta): -10.7 / -12.0 eV. The value obtained for the frontier orbital gap (alpha / beta) is 6.82 / 5.59 eV. As for the spin multiplicity: 3. As for the charge: +3. Its total energy is -1375.58022 a.u.

Geometry as XYZ:
```
64
Properties=species:S:1:pos:R:3:mulliken_spin:R:1
Mo -1.50474 1.04582 0.18077 1.1461
C -3.75062 1.99855 0.32166 0.0415
C -2.98976 2.54531 1.36704 -0.0274
C -2.41330 1.72719 2.35413 0.0138
C -2.67719 0.35939 2.30051 -0.0224
C -3.47482 -0.18852 1.27633 -0.0052
C -3.99880 0.62074 0.27109 -0.0097
H -4.20522 2.64255 -0.41834 0.0030
H -2.83783 3.61397 1.42101 -0.0024
H -1.84986 2.15501 3.17120 0.0054
H -2.27111 -0.28986 3.06526 -0.0001
H -3.67057 -1.25254 1.26633 -0.0004
H -4.62409 0.20663 -0.50835 -0.0006
C 4.39901 1.56065 1.12112 0.0065
C 3.19046 0.68079 1.46348 -0.0066
C 2.64440 -0.06103 0.26669 0.0371
C 3.36834 -1.11664 -0.27987 -0.0232
C 2.90443 -1.83097 -1.37462 0.0742
C 1.68448 -1.50964 -1.97054 -0.0256
C 0.92211 -0.48068 -1.46089 0.0921
C -0.31136 -0.03878 -2.21366 -0.0414
C -0.01842 0.97300 -3.32140 -0.0013
C 1.41190 0.22221 -0.33623 0.0468
N 0.58166 1.29290 0.09938 0.3715
C 1.10567 2.53312 0.04658 -0.0286
C 0.19750 3.49470 -0.29345 0.0993
C 0.29850 4.86683 -0.69518 -0.0113
C -0.90410 5.19801 -1.22588 0.1008
C -1.73513 4.02432 -1.14229 0.1484
N -1.09995 3.01086 -0.57660 -0.0667
H 4.71015 2.14185 1.98723 0.0005
H 4.19641 2.25342 0.29996 -0.0014
H 5.24481 0.94870 0.80852 0.0001
H 2.41014 1.27089 1.95017 0.0011
H 3.49775 -0.06026 2.20526 0.0035
H 4.31776 -1.38447 0.16991 0.0031
H 3.50191 -2.63849 -1.77809 -0.0018
H 1.35075 -2.05276 -2.84741 0.0013
H -1.08916 0.46308 -1.57555 -0.0145
H -0.87431 -0.89703 -2.57942 0.0043
H 0.51783 1.84211 -2.93801 0.0005
H -0.93177 1.30116 -3.81577 0.0012
H 0.61953 0.49703 -4.06651 -0.0010
H 2.17786 2.68678 0.07751 0.0015
H 1.17800 5.48734 -0.60757 -0.0017
H -1.20397 6.14283 -1.65282 0.0002
H -2.75061 3.93387 -1.50292 0.0121
C 0.27146 -1.51215 2.38268 0.0120
C -0.40600 -1.84329 1.09391 0.0206
O -1.04619 -0.90910 0.49979 0.0655
C -0.44762 -3.16239 0.55477 -0.0057
C 0.25290 -4.19774 1.20338 0.0036
C 0.22148 -5.47765 0.68870 -0.0008
C -0.51498 -5.73311 -0.46352 -0.0002
C -1.22319 -4.71882 -1.11387 -0.0024
C -1.18808 -3.43903 -0.61140 -0.0058
H 0.23360 -0.44330 2.57701 -0.0027
H 1.31225 -1.83322 2.36527 -0.0001
H -0.21399 -2.05619 3.19804 -0.0003
H 0.81890 -4.00709 2.10509 0.0001
H 0.75972 -6.27581 1.18069 0.0001
H -0.54283 -6.73983 -0.86210 0.0000
H -1.79777 -4.94368 -2.00164 -0.0001
H -1.73429 -2.64750 -1.10660 -0.0063
```